Model A:
CH3NO4 | ωB97M-V/def2-TZVPD

Element x y z (Å)
C 0.8825 0.1974 -0.1272
N 1.0293 -1.2402 -0.2392
O -2.2190 -0.2371 1.1956
O 2.0746 -1.7721 -0.4235
O -2.5910 0.6447 0.3788
O -1.8170 0.9082 -0.6272
H 0.7250 0.3530 0.8557
H 1.8608 0.5461 -0.3881
H 0.0551 0.6002 -0.6249

The calculation puts the HOMO energy (spin up / spin down) at -8.57 / -8.57 eV. The gap between HOMO and LUMO (spin up / spin down) comes out at 5.297 / 5.294 eV.


Model B:
CH3NO4 | ωB97M-V/def2-TZVPD

Element x y z (Å)
O -3.5493 -0.3868 0.0134
N -2.3623 -0.0848 -0.0894
O -1.4148 -0.8059 0.1009
O -2.1656 1.1845 -0.3832
H -1.2629 1.6333 -0.2416
C 0.8229 -0.0517 -0.4682
O 0.7182 0.8777 0.3166
H 0.1405 -0.1203 -1.3677
H 1.4632 -0.9632 -0.3896

The SMILES is O=[N+]([O-])O.C=O. The calculation puts the HOMO energy at -10.70 eV. The gap between HOMO and LUMO comes out at 10.750 eV.


Referenced to the most stable arrangement, the calculated values in hartree are model A 0.2029; model B 0.0000.


Model A:
C6H9P | ωB97M-V/def2-TZVPD

Element x y z (Å)
C 1.9323 1.5499 -0.1677
P 1.0612 0.1553 -0.1290
C 2.3712 -1.0225 0.1917
C -0.3239 -0.8239 0.7935
C -1.5192 -0.2283 0.8814
C -2.2249 0.7004 -0.0405
C -1.9611 0.6466 -1.3960
H 1.2676 2.4662 -0.2260
H 2.8661 -1.3110 -0.7367
H 1.9842 -1.9481 0.5965
H 3.0690 -0.5319 0.8287
H 0.1924 -1.5584 1.3722
H -2.2401 -0.7322 1.5370
H -2.8806 1.5771 0.3532
H -1.3226 -0.2471 -1.5967
H -2.2716 1.3078 -2.2616

The SMILES is C#P(C)/C=C\C=C. The calculation puts the HOMO energy at -8.43 eV. The gap between HOMO and LUMO comes out at 8.257 eV.


Model B:
C6H9P | ωB97M-V/def2-TZVPD

Element x y z (Å)
C 2.5190 -0.7521 0.9468
C 1.2765 -0.1721 0.4922
P 0.0595 0.3116 1.5390
C -1.1112 0.7916 0.1484
C -2.5420 0.1931 0.2776
C -0.3174 0.5291 -1.0981
C 0.8974 -0.0040 -0.9571
H 2.4501 -1.6467 1.7042
H 3.2362 -0.0353 1.5081
H 3.0819 -1.2819 0.0565
H -1.0627 1.8494 0.1069
H -2.5704 -0.9055 0.0649
H -3.2933 0.5845 -0.3603
H -2.7708 0.2673 1.3653
H -0.7875 0.8288 -2.0773
H 1.4573 -0.2748 -1.8136

The SMILES is CC1=P[C@H](C)C=C1. The calculation puts the HOMO energy at -8.20 eV. The gap between HOMO and LUMO comes out at 8.496 eV.


Referenced to the most stable arrangement, the calculated values in hartree are model A 0.1524; model B 0.0000.


Model A:
C3H5N3O | ωB97M-V/def2-TZVPD

Element x y z (Å)
N 0.4446 -1.5851 -0.3384
C 0.1429 -0.5778 0.4545
C -0.5826 -0.5303 1.6528
O -0.7925 0.7144 1.9724
N -0.3777 1.6092 0.9983
C 0.2137 0.8350 0.0762
N 0.6149 1.1073 -1.1522
H -0.2777 -0.9139 -1.7822
H 1.2509 -1.3174 -0.9082
H -0.8704 -1.2837 2.3727
H -0.0516 -0.0796 -1.8854
H 0.2854 2.0220 -1.4605

The calculation puts the HOMO energy (spin up / spin down) at -9.15 / -9.15 eV. The gap between HOMO and LUMO (spin up / spin down) comes out at 7.420 / 7.410 eV.


Model B:
C3H5N3O | ωB97M-V/def2-TZVPD

Element x y z (Å)
N 2.0468 1.3415 -0.4771
C 0.8926 -0.7099 -0.0242
C 0.0264 -1.7532 0.0336
N -1.2547 -1.1651 0.1080
C -1.0504 0.1687 0.0837
O -2.0705 1.0384 0.1474
N 0.2306 0.4199 0.0212
H 2.5867 2.2318 -0.5346
H 2.1202 1.0978 0.5122
H 0.1683 -2.8222 0.0268
H -2.1569 -1.6194 0.0970
H -1.7014 1.9227 0.0102

The calculation puts the HOMO energy at -8.37 eV. The gap between HOMO and LUMO comes out at 7.201 eV.


Referenced to the most stable arrangement, the calculated values in hartree are model A 0.0000; model B 0.0164.


Model A:
C3H5N3O | ωB97M-V/def2-TZVPD

Element x y z (Å)
C 2.0774 0.6713 -0.1007
N 0.8718 0.4349 -0.4136
N 0.2618 -0.6964 -0.1885
O 0.8636 -1.7104 0.6026
C -1.1424 -0.7145 -0.1863
C -1.8853 0.3588 -0.1826
N -2.6028 1.3246 -0.0362
H 2.7276 -0.0210 0.4277
H 2.4803 1.6198 -0.4052
H 0.8597 -1.4399 1.5354
H -1.5820 -1.6980 -0.2273
H -2.9296 1.8709 -0.8255

The SMILES is C=NN(O)C=C=N. The calculation puts the HOMO energy at -7.91 eV. The gap between HOMO and LUMO comes out at 8.705 eV.


Model B:
C3H5N3O | ωB97M-V/def2-TZVPD

Element x y z (Å)
N -1.8512 -0.5615 0.8322
C -0.6316 -0.1535 0.3424
N 0.4840 -0.8689 0.3208
C 1.4165 -0.0638 -0.2524
O 2.6664 -0.5416 -0.3709
C 0.9748 1.2288 -0.6408
N -0.4406 1.0716 -0.1350
H -1.8673 -1.5380 1.0801
H -2.6490 -0.2856 0.2752
H 2.6491 -1.4391 0.0020
H 0.1367 1.1742 -1.4757
H -0.9978 1.8972 0.0004

The SMILES is Nc1nc(O)c[nH]1. The calculation puts the HOMO energy at -8.09 eV. The gap between HOMO and LUMO comes out at 8.741 eV.


Referenced to the most stable arrangement, the calculated values in hartree are model A 0.0678; model B 0.0000.


Model A:
C3H5N3O | ωB97M-V/def2-TZVPD

Element x y z (Å)
N -2.4467 0.4363 0.1133
C -1.6481 -0.6980 -0.0983
C -0.0808 -0.2884 -0.0636
N 0.2073 1.0340 -0.0887
C 1.6065 0.8898 -0.0346
N 2.1095 -0.3071 0.0262
O 0.9624 -1.1210 0.0739
H -2.1069 1.0028 0.9689
H -2.4314 1.1487 -0.6438
H -1.6829 -1.2528 0.8352
H -2.0063 -1.2482 -1.0392
H 2.1719 1.7553 0.1112

The SMILES is NCc1ncno1. The calculation puts the HOMO energy at -9.74 eV. The gap between HOMO and LUMO comes out at 10.642 eV.


Model B:
C3H5N3O | ωB97M-V/def2-TZVPD

Element x y z (Å)
C 1.8877 0.0483 0.2954
O 0.9274 -0.1430 -0.7465
N -0.3412 0.0002 -0.3147
C -1.1516 -1.0819 -0.1102
N -2.4401 -0.7088 0.0449
N -2.4214 0.6812 -0.0473
C -1.1548 1.0672 -0.1877
H 2.8802 -0.1047 -0.2462
H 1.7088 -0.7520 1.0250
H 1.7314 1.0063 0.8717
H -0.8666 -2.0711 -0.2914
H -0.7597 2.0583 -0.2930

The SMILES is COn1cnnc1. The calculation puts the HOMO energy at -9.86 eV. The gap between HOMO and LUMO comes out at 10.519 eV.


Referenced to the most stable arrangement, the calculated values in hartree are model A 0.0000; model B 0.0431.


Model A:
C3H5N3O | ωB97M-V/def2-TZVPD

Element x y z (Å)
O -2.6374 0.8580 -0.1837
C -1.6911 -0.0988 0.1967
C -0.2117 0.2072 -0.0684
N 0.4242 1.1494 -0.6023
N 2.2911 0.5794 -0.0455
C 1.8762 -0.6318 0.3452
N 0.6644 -1.0093 0.5056
H -2.4147 1.1674 -1.0691
H -1.8796 -1.0893 -0.2493
H -1.7743 -0.2222 1.2835
H 2.9773 0.6377 -0.8069
H 2.3756 -1.5476 0.6942

The calculation puts the HOMO energy (spin up / spin down) at -9.89 / -9.89 eV. The gap between HOMO and LUMO (spin up / spin down) comes out at 9.169 / 9.167 eV.


Model B:
C3H5N3O | ωB97M-V/def2-TZVPD

Element x y z (Å)
H -0.2208 -2.4058 -1.0239
N -0.9079 -1.9185 -0.5471
C -0.5886 -0.7976 0.0287
N -1.5257 0.0807 0.5779
N -0.9416 1.2866 1.0462
C 0.2886 1.2518 0.5504
C 0.7496 -0.0363 0.0470
O 0.9811 0.4778 -1.3998
H -2.4391 -0.1801 0.5294
H 1.0746 2.1592 0.9570
H 1.5167 -0.5653 0.5108
H 2.0131 0.6476 -1.2765

The SMILES is [H]/N=C1/NN=C[C@@H]1O. The calculation puts the HOMO energy at -8.84 eV. The gap between HOMO and LUMO comes out at 8.986 eV.


Referenced to the most stable arrangement, the calculated values in hartree are model A 0.0135; model B 0.0000.


Model A:
C3H5N3O | ωB97M-V/def2-TZVPD

Element x y z (Å)
O -0.8449 -0.9846 -1.3459
C 0.2633 -0.3488 -1.9065
C 0.4386 0.2868 -0.5701
N -0.9283 0.5715 -0.2388
N -0.9303 0.4650 1.0414
C 0.3844 0.0721 1.5828
N 1.2250 0.0836 0.4123
H 0.3379 -0.9457 1.9941
H 0.0282 0.3378 -2.7308
H 1.0909 -1.0168 -2.1679
H -1.7602 0.7098 1.5618
H 0.6956 0.7693 2.3674

The calculation puts the HOMO energy (spin up / spin down) at -8.97 / -8.98 eV. The gap between HOMO and LUMO (spin up / spin down) comes out at 9.172 / 9.177 eV.


Model B:
C3H5N3O | ωB97M-V/def2-TZVPD

Element x y z (Å)
H -0.4007 2.4535 0.1905
N -0.0378 1.5114 0.0681
C 0.6116 1.0718 1.0907
O 1.3722 -0.0008 1.0385
H 0.7148 1.5677 2.0390
H 1.0158 -0.6689 0.4441
C -0.2319 -0.3271 -1.5034
N -0.2944 -1.2122 -0.6501
C -0.9201 -1.9983 0.1402
N -1.4349 -2.4889 1.0163
H -1.1503 0.1437 -1.8727
H 0.7557 -0.0518 -2.0012

The SMILES is [H]/N=C/O.C=NC#N. The calculation puts the HOMO energy at -9.74 eV. The gap between HOMO and LUMO comes out at 9.866 eV.


Referenced to the most stable arrangement, the calculated values in hartree are model A 0.0534; model B 0.0000.


Model A:
C3H5N3O | ωB97M-V/def2-TZVPD

Element x y z (Å)
C 0.6013 1.2293 0.9401
C -0.0006 0.2062 0.1131
N -1.1489 0.4325 -0.5574
N -1.7374 -0.6111 -1.0128
N -0.9063 -1.5592 -1.0337
C 0.1767 -1.0826 -0.3236
O 1.2384 -1.8549 -0.0507
H -0.0075 1.5299 1.8184
H 1.6003 0.9214 1.0330
H 0.5839 2.1534 0.3419
H -1.6581 1.2432 -0.3992
H 1.2581 -2.6081 -0.8690

The SMILES is Cc1[nH]nnc1O. The calculation puts the HOMO energy at -8.61 eV. The gap between HOMO and LUMO comes out at 9.339 eV.


Model B:
C3H5N3O | ωB97M-V/def2-TZVPD

Element x y z (Å)
H -1.8127 2.2535 0.3063
N -0.9961 2.0375 0.8735
C -0.6129 0.8647 0.5972
N -1.1464 -0.0158 -0.3910
C -0.1866 -0.8122 -0.6587
O -0.2230 -1.7800 -1.5656
C 1.0833 -0.5521 0.1078
N 0.5181 0.2620 1.1673
H -1.1029 -1.7518 -1.9766
H 1.7486 0.0300 -0.5490
H 1.6030 -1.4497 0.4469
H 1.1278 0.9139 1.6419

The SMILES is [H]/N=C1\N=C(O)CN1. The calculation puts the HOMO energy at -9.32 eV. The gap between HOMO and LUMO comes out at 9.953 eV.


Referenced to the most stable arrangement, the calculated values in hartree are model A 0.0798; model B 0.0000.